# 1
{"formula": "C5H10O2", "method": "the ωB97M-V functional and the def2-TZVPD basis", "elements": ["C", "O", "C", "C", "O", "C", "C", "H", "H", "H", "H", "H", "H", "H", "H", "H", "H"], "xyz": [[-1.879, 1.085, -0.311], [-0.614, 1.176, 0.303], [0.387, 0.583, -0.470], [1.797, 0.746, 0.091], [2.026, -0.669, 0.043], [0.649, -0.934, -0.296], [-0.088, -1.617, 0.836], [-1.883, 1.615, -1.276], [-2.179, 0.042, -0.489], [-2.604, 1.552, 0.359], [0.289, 0.886, -1.524], [1.808, 1.138, 1.116], [2.511, 1.303, -0.525], [0.587, -1.523, -1.220], [-1.128, -1.829, 0.563], [0.406, -2.566, 1.069], [-0.086, -0.988, 1.731]], "forces_ev_per_a": [[-0.24, 0.02, -0.10], [0.03, 0.00, 0.03], [0.14, 0.00, -0.18], [0.06, 0.35, 0.03], [0.13, -0.10, 0.00], [-0.25, -0.23, -0.05], [-0.03, -0.01, 0.03], [-0.02, -0.07, 0.14], [0.06, 0.16, 0.05], [0.10, -0.06, -0.10], [0.02, -0.05, 0.17], [-0.03, -0.07, -0.13], [-0.09, -0.09, 0.09], [0.02, 0.08, 0.13], [0.16, 0.03, 0.03], [-0.06, 0.13, -0.03], [0.00, -0.10, -0.11]], "de_lowest_kcal_mol": 57.00, "e_tot_ev": -9440.57139, "gap_ev": 10.686, "spin_multiplicity": 1}

# 2
{"formula": "C5H10O2", "method": "the ωB97M-V functional and the def2-TZVPD basis", "elements": ["C", "C", "C", "O", "C", "C", "O", "H", "H", "H", "H", "H", "H", "H", "H", "H", "H"], "xyz": [[1.399, -1.628, 0.934], [0.216, -1.081, 0.140], [-0.140, 0.351, 0.560], [0.963, 1.230, 0.523], [-1.330, 0.912, -0.234], [-1.003, 1.436, -1.606], [0.114, 1.578, -2.060], [1.550, -2.695, 0.738], [2.319, -1.096, 0.680], [1.234, -1.502, 2.012], [0.432, -1.119, -0.937], [-0.670, -1.710, 0.305], [-0.436, 0.312, 1.617], [1.160, 1.375, -0.418], [-1.794, 1.752, 0.306], [-2.126, 0.161, -0.348], [-1.888, 1.725, -2.211]], "forces_ev_per_a": [[0.05, -0.02, 0.03], [-0.02, 0.01, -0.05], [-0.27, -0.19, 0.12], [0.12, 0.04, -0.19], [0.08, -0.02, 0.03], [0.31, 0.05, -0.12], [-0.59, -0.15, 0.14], [-0.02, 0.16, 0.01], [-0.13, -0.07, 0.05], [0.02, -0.04, -0.16], [-0.02, 0.06, 0.14], [0.12, 0.10, -0.03], [0.02, -0.01, -0.12], [0.01, 0.05, 0.21], [0.08, -0.07, -0.10], [0.11, 0.10, 0.03], [0.13, 0.00, 0.00]], "de_lowest_kcal_mol": 28.59, "e_tot_ev": -9441.80329, "gap_ev": 10.940, "spin_multiplicity": 1}

# 3
{"formula": "C5H10O2", "method": "the ωB97M-V functional and the def2-TZVPD basis", "elements": ["C", "O", "C", "C", "C", "O", "C", "H", "H", "H", "H", "H", "H", "H", "H", "H", "H"], "xyz": [[2.472, -0.329, 0.782], [1.094, -0.179, 0.577], [0.709, -0.450, -0.779], [-0.741, -0.230, -0.846], [-1.364, 0.520, 0.029], [-1.130, 1.364, 1.029], [-1.994, -0.774, -0.143], [2.784, -1.357, 0.546], [2.672, -0.121, 1.835], [3.044, 0.369, 0.152], [1.243, 0.251, -1.439], [0.993, -1.471, -1.053], [-0.161, 1.285, 1.129], [-2.895, -0.971, -0.726], [-1.904, -1.360, 0.776], [-2.107, 1.738, -1.151], [-2.714, 1.714, -0.719]], "forces_ev_per_a": [[0.37, -0.06, 0.07], [0.09, -0.01, -0.05], [0.20, -0.19, -0.20], [0.32, 0.18, 0.46], [0.36, -0.75, 0.13], [0.15, -0.13, 0.00], [-0.41, -0.23, 0.28], [0.05, 0.14, 0.06], [0.04, -0.04, -0.15], [-0.02, -0.11, 0.11], [-0.05, -0.16, 0.01], [0.10, 0.00, 0.05], [-0.06, 0.33, 0.15], [0.13, 0.20, 0.06], [-0.10, -0.42, -0.18], [-0.69, 0.56, -0.31], [-0.49, 0.69, -0.46]], "de_lowest_kcal_mol": 144.28, "e_tot_ev": -9436.78631, "gap_ev": 9.427, "spin_multiplicity": 1}

# 4
{"formula": "C5H10O2", "method": "the ωB97M-V functional and the def2-TZVPD basis", "elements": ["C", "O", "C", "C", "O", "C", "C", "H", "H", "H", "H", "H", "H", "H", "H", "H", "H"], "xyz": [[-1.143, 1.147, 1.720], [-0.926, 0.569, 0.457], [0.435, 0.445, 0.159], [1.147, -0.791, 0.734], [1.340, -1.344, -0.573], [0.700, -0.216, -1.205], [-0.503, -0.611, -2.030], [-0.594, 0.613, 2.512], [-0.832, 2.204, 1.735], [-2.213, 1.087, 1.926], [0.956, 1.399, 0.326], [0.505, -1.423, 1.362], [2.099, -0.607, 1.249], [1.425, 0.336, -1.819], [-0.958, 0.272, -2.490], [-0.189, -1.298, -2.822], [-1.253, -1.103, -1.406]], "forces_ev_per_a": [[-0.06, 0.11, 0.27], [0.01, -0.04, -0.10], [0.17, 0.06, 0.00], [0.02, 0.01, 0.39], [0.07, -0.14, -0.07], [-0.11, 0.18, -0.27], [-0.02, -0.01, -0.01], [-0.11, 0.06, -0.11], [-0.02, -0.16, -0.01], [0.15, 0.02, 0.00], [-0.09, -0.12, -0.05], [0.08, 0.10, -0.10], [-0.13, -0.02, -0.09], [-0.09, -0.08, 0.09], [0.06, -0.12, 0.06], [-0.03, 0.09, 0.10], [0.10, 0.05, -0.10]], "de_lowest_kcal_mol": 57.23, "e_tot_ev": -9440.56149, "gap_ev": 10.714, "spin_multiplicity": 1}

# 5
{"formula": "C5H10O2", "method": "the ωB97M-V functional and the def2-TZVPD basis", "elements": ["C", "O", "C", "C", "C", "C", "O", "H", "H", "H", "H", "H", "H", "H", "H", "H", "H"], "xyz": [[2.610, -0.280, 0.403], [1.443, 0.270, -0.144], [0.320, -0.537, 0.131], [-0.849, 0.165, -0.457], [-2.204, -0.516, -0.258], [-0.814, 1.642, 0.026], [-1.408, 2.300, -0.788], [2.521, -0.384, 1.495], [3.439, 0.391, 0.169], [2.814, -1.273, -0.026], [0.153, -0.617, 1.215], [0.435, -1.532, -0.313], [-0.684, 0.220, -1.553], [-3.015, 0.080, -0.695], [-2.220, -1.498, -0.749], [-2.406, -0.652, 0.807], [-0.136, 2.220, 0.738]], "forces_ev_per_a": [[0.35, -0.11, 0.12], [0.01, -0.15, 0.01], [-0.08, -0.40, 0.20], [0.28, 0.06, 0.27], [0.06, 0.04, 0.19], [0.14, 0.10, -2.47], [-0.73, 1.82, 0.48], [0.07, 0.01, -0.13], [-0.09, -0.09, 0.04], [0.03, 0.12, 0.07], [0.29, -0.26, 0.08], [0.14, -0.15, 0.20], [0.00, 0.33, 0.62], [0.31, -0.04, 0.12], [0.09, 0.21, 0.17], [-0.12, -0.09, -0.02], [-0.73, -1.41, 0.02]], "de_lowest_kcal_mol": 56.49, "e_tot_ev": -9440.59334, "gap_ev": 10.223, "spin_multiplicity": 1}

# 6
{"formula": "C5H10O2", "method": "the ωB97M-V functional and the def2-TZVPD basis", "elements": ["C", "C", "O", "C", "C", "C", "O", "H", "H", "H", "H", "H", "H", "H", "H", "H", "H"], "xyz": [[-2.481, 0.336, -0.340], [-1.219, -0.466, -0.129], [-0.826, -0.410, 1.242], [0.548, -0.072, 1.274], [1.009, -0.367, -0.146], [2.259, 0.360, -0.601], [-0.143, 0.045, -0.876], [-2.271, 1.397, -0.180], [-2.890, 0.194, -1.345], [-3.229, 0.009, 0.389], [-1.373, -1.528, -0.389], [0.675, 0.999, 1.495], [1.067, -0.661, 2.035], [1.129, -1.456, -0.270], [2.230, 0.521, -1.681], [3.149, -0.235, -0.370], [2.365, 1.331, -0.107]], "forces_ev_per_a": [[-0.01, 0.03, -0.01], [-0.33, -0.07, -0.10], [-0.05, 0.02, 0.09], [0.29, 0.04, 0.05], [0.21, -0.04, 0.12], [0.02, 0.03, -0.02], [-0.04, 0.04, -0.03], [-0.02, -0.12, -0.01], [0.14, 0.00, 0.11], [0.11, 0.04, -0.12], [0.04, 0.12, 0.04], [-0.01, -0.18, -0.02], [-0.13, 0.02, -0.07], [0.00, 0.12, -0.01], [0.01, -0.06, 0.11], [-0.14, 0.10, -0.02], [-0.10, -0.09, -0.12]], "de_lowest_kcal_mol": 29.72, "e_tot_ev": -9441.75434, "gap_ev": 10.888, "spin_multiplicity": 1}